C7H12N3O | the ωB97M-V functional and the def2-TZVPD basis

Properties
HOMO energy: -13.12 eV
Total energy: -13961.063 eV
Relative energy (zero: lowest compared OMol25 entry of this formula, charge and spin): 97.08 kcal per mole
Spin multiplicity: 1
Charge: +1

Each line ends with the Mulliken charge.
Atoms and positions in Å:
C  -0.3609  -4.3718  -1.4396  -0.260
C  0.1033  -3.0885  -1.6583  -0.106
C  -0.0762  1.2584  -1.0000  0.294
C  0.9635  0.5148  1.6684  -1.133
C  -0.6387  3.4590  -0.2144  -1.330
C  0.9132  1.9989  1.0601  -0.728
C  -0.3503  1.9961  0.1520  0.676
N  -0.9931  -4.4197  -0.2792  -0.613
N  -0.9308  -3.1961  0.1738  0.242
N  -0.3098  -2.3704  -0.6312  -0.142
O  0.1776  0.5444  -1.8375  -0.045
H  -0.0751  -5.2507  -2.1561  0.306
H  0.6863  -2.6110  -2.4279  0.403
H  0.0418  0.2957  2.2489  0.338
H  0.8775  -0.1595  0.7685  0.316
H  1.8986  0.4133  2.1757  0.379
H  -0.2842  3.8110  -1.2132  0.391
H  -1.6911  3.7405  -0.2585  0.395
H  -0.2815  4.0521  0.6891  0.314
H  1.9075  2.0960  0.4706  0.302
H  0.9337  2.5912  1.9288  0.446
H  -1.1534  1.4993  0.8700  0.372
H  -1.3578  -2.8030  0.9098  0.184